Entry from the Open Molecules 2025 dataset: C5H5Cl3O in the gas phase in a non-equilibrium geometry (the ωB97M-V functional and the def2-TZVPD basis).

Output
Energy relative to the best compared isomer or geometry (same formula, charge and spin) in kJ/mol: 10.85
LUMO (spin up / spin down) in eV: -1.19 / -0.51
HOMO (spin up / spin down) in Ha: -0.30023 / -0.31998

```
! wB97M-V def2-TZVPD RIJCOSX def2/J DEFGRID3
* xyz 0 1
C -0.192 -1.256 0.509
C 1.184 -0.564 0.429
C 0.848 0.907 -0.070
C -0.882 -1.018 -0.719
C -0.559 1.342 0.086
O -0.698 -1.772 1.490
Cl -2.479 -1.576 -0.864
Cl -1.298 1.286 1.576
Cl -1.314 2.246 -1.176
H 1.657 -0.484 1.443
H 1.753 -0.987 -0.259
H 1.478 1.603 0.330
H 1.109 1.004 -1.064
H -0.606 -0.730 -1.712
*
```



Entry from the Open Molecules 2025 dataset: 2 unconnected molecules or ions with the total composition C5H5ClN2O2 in a non-equilibrium geometry (the ωB97M-V functional and the def2-TZVPD basis).

Output
Energy relative to the best compared isomer or geometry (same formula, charge and spin) in kJ/mol: 508.54
LUMO in eV: -1.07
HOMO in Ha: -0.38663

```
! wB97M-V def2-TZVPD RIJCOSX def2/J DEFGRID3
* xyz 0 1
O 0.251 -2.743 -1.859
N 0.109 -1.642 -2.262
O 0.213 -1.329 -3.422
C -0.065 -0.563 -1.255
C -0.225 -0.761 0.067
C -0.077 0.389 0.894
C 0.275 1.559 0.337
N 0.344 1.791 -0.979
C 0.265 0.714 -1.755
H -0.213 -1.798 0.497
H -0.187 0.343 1.984
H 0.486 2.356 1.018
H 0.514 0.912 -2.807
Cl -2.761 -1.429 -1.716
H -1.543 -1.898 -2.523
*
```



Entry from the Open Molecules 2025 dataset: a molecular structure, C5H5ClO in a non-equilibrium geometry (the ωB97M-V functional and the def2-TZVPD basis).

Output
Energy relative to the best compared isomer or geometry (same formula, charge and spin) in kJ/mol: 296.30
LUMO in eV: 0.78
HOMO in Ha: -0.30292

```
! wB97M-V def2-TZVPD RIJCOSX def2/J DEFGRID3
* xyz 0 1
C -3.047 -0.581 0.079
C -1.517 -0.201 -0.023
C -1.061 1.165 0.006
C 0.702 -0.017 -0.012
C -0.280 -0.984 -0.085
H -3.539 0.343 -0.522
H -3.234 -1.671 -0.564
H -3.193 -0.386 1.478
H -1.510 2.079 0.226
H 0.035 -2.134 -0.384
O 0.199 1.243 -0.149
Cl 2.416 -0.263 0.069
*
```



Entry from the Open Molecules 2025 dataset: 2 unconnected molecules or ions with the total composition C5H5ClO in a non-equilibrium geometry (the ωB97M-V functional and the def2-TZVPD basis).

Output
Energy relative to the best compared isomer or geometry (same formula, charge and spin) in kJ/mol: 46.53
LUMO (spin up / spin down) in eV: 0.83 / -1.32
HOMO (spin up / spin down) in Ha: -0.27752 / -0.36940
Expectation value of S²: 2.0305

```
! wB97M-V def2-TZVPD RIJCOSX def2/J DEFGRID3
* xyz 0 3
C -0.338 -0.610 2.506
C -0.388 -0.342 1.286
C 2.066 0.298 -0.594
C -1.251 0.518 -1.044
C -0.609 -0.411 -0.078
O 2.409 0.642 -1.679
Cl 2.937 -0.350 0.621
H -0.164 -0.825 3.478
H -2.280 0.970 -0.858
H -0.565 1.419 -1.233
H -1.333 0.092 -2.033
H -0.484 -1.401 -0.372
*
```



Table of E_tot (Ha), in record order: -1649.21669 -913.55042 -728.81044 -728.74404